Record 1
Density functional theory data (the ωB97M-V functional and the def2-TZVPD basis) for a 2-piece molecular cluster, C7H14N2 overall at a distorted geometry.

Last columns: bonded neighbours and bond lengths (Å).
Atoms and positions in Å:
1 C -1.219 -1.515 -1.786  C3 1.482, H10 1.090, H11 1.091, H12 1.089
2 C 1.707 0.471 -1.386  N5 1.355, N6 1.378, H7 1.080
3 C -0.166 -0.473 -1.735  C1 1.482, C4 1.429, N5 1.330
4 C -0.236 0.832 -2.314  C3 1.429, N6 1.331, H9 1.079
5 N 1.038 -0.695 -1.215  C2 1.355, C3 1.330
6 N 0.960 1.378 -2.106  C2 1.378, C4 1.331, H8 1.010
7 H 2.747 0.563 -1.112  C2 1.080
8 H 1.148 2.368 -2.170  N6 1.010
9 H -1.037 1.293 -2.872  C4 1.079
10 H -1.380 -1.933 -2.779  C1 1.090
11 H -2.142 -1.100 -1.378  C1 1.091
12 H -0.918 -2.344 -1.148  C1 1.089
13 C -0.129 0.135 2.534  C14 1.549, C15 1.546, H16 1.099, H17 1.089
14 C -1.285 -0.895 2.601  C13 1.549, H18 1.085, H19 1.087, H22 1.094
15 C -0.070 0.819 3.919  C13 1.546, H20 1.091, H21 1.091, H23 1.088
16 H 0.781 -0.456 2.359  C13 1.099
17 H -0.231 0.765 1.651  C13 1.089
18 H -1.267 -1.496 3.504  C14 1.085
19 H -1.284 -1.500 1.699  C14 1.087
20 H 0.628 1.629 4.135  C15 1.091
21 H -1.063 1.237 4.091  C15 1.091
22 H -2.207 -0.310 2.654  C14 1.094
23 H 0.194 0.015 4.604  C15 1.088

Output
E_tot = -384.31578 Ha
LUMO level (spin up / spin down) = -4.16 / -7.94 eV
orbital gap (spin up / spin down) = 9.80 / 6.03 eV
relative energy (zero: lowest compared OMol25 entry of this formula, charge and spin) = 30.7 kJ/mol
2S+1 = 2
total charge = +1
E_HOMO (spin up / spin down) = -13.9670 / -13.9671 eV

Results of the natural (NBO) charge analysis, in e, for atoms 1 through 8:
1 C -0.69
2 C 0.36
3 C 0.30
4 C 0.15
5 N -0.41
6 N -0.51
7 H 0.26
8 H 0.46

Record 2
Density functional theory data (the ωB97M-V functional and the def2-TZVPD basis) for a 2-piece molecular cluster, C7H14N2O overall at a distorted geometry.

Last columns: bonded neighbours and bond lengths (Å).
Atoms and positions in Å:
1 C -1.945 -1.415 2.021  C4 1.424, N8 1.179
2 C 0.843 0.653 -0.540  C3 1.331, C5 1.544, C6 1.450
3 C 0.017 1.562 -1.053  C2 1.331, C7 1.517, O10 1.394
4 C -1.829 -2.636 1.297  C1 1.424, H11 1.195, H12 1.106, H13 1.038
5 C 0.881 -0.814 -1.021  C2 1.544, H14 1.108, H15 1.138, H16 1.116
6 C 1.666 0.823 0.641  C2 1.450, H17 1.097, H18 1.113, H19 1.118
7 C -0.998 1.473 -2.177  C3 1.517, H20 1.008, H21 1.126, H22 1.094
8 N -1.476 -0.338 1.917  C1 1.179, N9 1.235
9 N -1.486 0.881 1.723  N8 1.235, H23 1.002
10 O -0.140 2.867 -0.589  C3 1.394, H24 0.962
11 H -1.727 -3.648 1.922  C4 1.195
12 H -1.052 -2.645 0.510  C4 1.106
13 H -2.739 -2.923 0.889  C4 1.038
14 H 0.178 -0.952 -1.866  C5 1.108
15 H 0.515 -1.497 -0.187  C5 1.138
16 H 1.923 -1.023 -1.362  C5 1.116
17 H 1.465 0.074 1.418  C6 1.097
18 H 1.345 1.677 1.281  C6 1.113
19 H 2.741 1.075 0.466  C6 1.118
20 H -1.147 2.420 -2.486  C7 1.008
21 H -1.969 1.371 -1.615  C7 1.126
22 H -0.933 0.620 -2.860  C7 1.094
23 H -0.773 1.364 2.237  N9 1.002
24 H 0.606 3.075 -0.019  O10 0.962

Output
E_tot = -459.69985 Ha
LUMO level = 0.65 eV
orbital gap = 8.79 eV
relative energy (zero: lowest compared OMol25 entry of this formula, charge and spin) = 469.9 kJ/mol
2S+1 = 1
total charge = 0
E_HOMO = -8.1454 eV

Results of the natural (NBO) charge analysis, in e, for atoms 1 through 8:
1 C 0.18
2 C -0.16
3 C 0.36
4 C -0.71
5 C -0.61
6 C -0.64
7 C -0.67
8 N -0.02

Record 3
Density functional theory data (the ωB97M-V functional and the def2-TZVPD basis) for a 3-piece molecular cluster, C7H14N2O overall at a distorted geometry.

Last columns: bonded neighbours and bond lengths (Å).
Atoms and positions in Å:
1 C -1.182 0.305 -1.096  C3 1.502, H9 1.091, H10 1.088, H11 1.098
2 C -1.467 -0.883 1.171  C3 1.486, N4 1.375, O6 1.224
3 C -0.744 -0.750 -0.121  C1 1.502, C2 1.486, C5 1.466
4 N -2.326 0.134 1.513  C2 1.375, H7 1.008, H8 1.005
5 C -0.165 -1.971 -0.689  C3 1.466, H12 1.095, H13 1.087, H18 1.122
6 O -1.235 -1.792 1.958  C2 1.224
7 H -2.862 -0.007 2.354  N4 1.008
8 H -2.699 0.771 0.832  N4 1.005
9 H -1.220 1.302 -0.655  C1 1.091
10 H -0.522 0.328 -1.960  C1 1.088
11 H -2.184 0.071 -1.480  C1 1.098
12 H -0.665 -2.265 -1.617  C5 1.095
13 H -0.149 -2.796 0.019  C5 1.087
14 C 1.927 2.001 -0.677  C16 1.489, H19 1.089, H20 1.091, H24 1.089
15 C 1.102 0.021 1.135  H21 1.085, H22 1.088, H23 1.081
16 C 1.882 0.514 -0.741  C14 1.489, N17 1.184
17 N 2.191 -0.395 -1.433  C16 1.184
18 H 0.885 -1.740 -1.010  C5 1.122
19 H 0.939 2.412 -0.474  C14 1.089
20 H 2.595 2.316 0.126  C14 1.091
21 H 0.443 0.734 1.619  C15 1.085
22 H 2.136 0.288 1.345  C15 1.088
23 H 1.026 -0.992 1.507  C15 1.081
24 H 2.293 2.394 -1.625  C14 1.089

Output
E_tot = -459.73019 Ha
LUMO level (spin up / spin down) = -0.47 / -0.69 eV
orbital gap (spin up / spin down) = 7.87 / 7.36 eV
relative energy (zero: lowest compared OMol25 entry of this formula, charge and spin) = 390.3 kJ/mol
2S+1 = 1
total charge = 0
E_HOMO (spin up / spin down) = -8.3455 / -8.0484 eV

Results of the natural (NBO) charge analysis, in e, for atoms 1 through 8:
1 C -0.69
2 C 0.58
3 C 0.14
4 N -0.83
5 C -0.72
6 O -0.61
7 H 0.41
8 H 0.39